[1]
# C8H28FHfN14O10

A molecular structure, C8H28FHfN14O10 (ωB97M-V/def2-TZVPD, OMol25).

Structure (XYZ):
```
62
C8H28FHfN14O10 ωB97M-V/def2-TZVPD
H -3.9450 2.1704 -7.6236
O -2.7691 0.2334 -5.4543
H 3.5466 -4.9019 1.3804
H -5.8446 4.2727 -1.2448
O 7.5047 0.4192 -3.9049
N 5.5132 -0.6911 5.2843
H -3.2642 0.6447 -8.4757
H -7.2788 -4.9607 3.2547
O 1.2917 -5.1117 2.3251
N -0.1271 6.5854 -0.5004
N -2.8946 0.1031 -7.7075
N -6.9028 -4.2866 3.9062
C 2.3840 -5.2826 2.8942
N 7.1112 -0.2454 6.5418
H -7.4183 -4.0327 4.7368
C 6.7037 -0.9998 5.5380
N 6.2590 -0.4019 -2.2953
O -0.1121 1.0699 0.0406
O 7.3836 -1.8656 5.0330
H 6.5661 0.5495 6.8439
O 1.4121 -0.1138 0.1127
H 0.4802 5.9663 -3.4466
H 5.1629 -1.1684 4.4660
H 5.1384 0.4407 -5.0857
H -3.8482 2.3955 -5.8881
H -6.2275 -2.8584 5.4164
O -5.0254 -3.7546 2.7385
H 4.3004 -5.2753 2.9838
C -5.7749 -3.6690 3.7252
N 3.5164 -5.1330 2.3632
H -2.4414 -0.7975 -7.7678
N -5.5451 -2.8200 4.6727
N 5.2514 0.1920 -4.1133
H -4.7358 -2.2390 4.5066
C 0.0585 6.9490 -1.7746
H -0.0616 5.5950 -0.3135
H -4.2644 3.4598 -1.4813
H 7.9965 -0.5902 6.8843
O 0.1170 -0.0687 1.5842
H 7.0032 -0.4689 -1.6157
N -7.0567 2.7650 -0.8000
O -5.3276 1.3053 -0.5413
N 2.4977 -5.6665 4.1762
O 0.0265 8.0038 -2.2130
H 0.3009 4.9777 -2.0363
Hf -1.6923 -2.1941 -0.8659
H -7.4055 1.9170 -0.3766
N -5.2732 3.4874 -1.5221
H 5.0016 0.1668 5.4338
N 0.4147 5.8960 -2.4412
C 6.4268 -0.0096 -3.5129
H 1.6935 -5.9833 4.6988
H 4.4639 -0.1003 -3.5526
C 0.7954 0.6878 0.8577
N -3.7160 1.8173 -6.7055
H -0.4675 7.2643 0.1654
H 5.3052 -0.5680 -2.0075
F 0.6553 -4.0304 -3.3812
H 3.4607 -5.8558 4.4146
H -7.4665 3.6867 -0.8516
C -3.0442 0.6987 -6.5447
C -5.8127 2.4248 -0.9338
```

E_LUMO: -8.12 eV
Total charge: +1
Multiplicity: 1

---

[2]
# C8H28InN14O10

A molecular structure, C8H28InN14O10 (ωB97M-V/def2-TZVPD, OMol25).

Structure (XYZ):
```
61
C8H28InN14O10 ωB97M-V/def2-TZVPD
O 17.9125 8.3387 12.3266
H 21.0133 -1.7510 10.7312
H 16.4800 5.8445 8.9733
N 18.4522 5.2879 6.6812
H 15.0188 3.7065 11.3508
C 14.6923 0.0260 9.8895
H 14.6667 0.0135 7.7928
H 13.5989 3.9294 9.4875
O 20.5463 5.5040 7.5516
H 18.7242 2.9841 12.9489
C 17.8507 7.3774 11.5944
H 15.8816 1.5856 13.8598
H 19.4999 6.4201 4.6994
N 18.2384 -0.2024 10.7240
O 17.5545 1.8064 15.5703
H 17.9027 0.7390 10.6613
H 14.6295 0.7065 11.8141
H 14.4818 3.5540 7.5420
H 19.2834 7.9127 10.2521
O 16.5936 3.1924 10.2369
O 18.1878 4.4417 9.3950
H 16.7113 6.2530 12.8749
H 17.6476 -0.9987 10.8582
N 15.0879 4.1546 8.0818
O 12.7643 5.8559 11.8566
N 14.9992 0.4653 8.6225
C 14.8843 5.5058 7.8110
H 15.5760 1.2833 8.5420
O 14.0168 -0.9591 10.0960
N 15.7644 6.3279 8.4583
C 19.7480 5.6890 6.6231
N 16.7119 2.0130 13.4866
H 15.8045 7.3158 8.2931
N 12.9691 4.4476 10.0819
N 14.9138 0.9508 10.8835
N 17.0319 6.3002 11.9236
H 17.8555 5.3086 5.8758
H 15.3570 1.8343 10.6782
N 18.6302 7.1870 10.4892
H 14.5975 4.5596 12.8383
O 18.6669 3.0744 11.0096
In 21.2695 3.6060 9.6692
H 19.6376 2.9675 14.4662
O 20.3763 0.6256 10.5124
H 15.7707 3.7485 8.7233
N 20.1345 6.2773 5.4637
N 18.7763 2.9252 13.9544
H 12.1880 4.9909 9.7421
H 18.1682 4.7792 7.5012
N 14.4633 4.3760 11.8586
C 13.3610 4.9670 11.2720
H 16.7769 2.4272 12.5740
H 18.4999 6.3904 9.8892
O 14.0266 5.8688 7.0442
C 19.6106 -0.3090 10.6934
C 17.7011 2.2255 14.4524
N 20.0529 -1.5766 10.9768
C 17.8182 3.5531 10.2172
H 19.4780 -2.3924 11.0764
H 21.0565 6.6571 5.3564
H 16.9677 5.5539 11.2568
```

E_LUMO: -9.81 eV
Total charge: +1
Multiplicity: 1

---

[3]
# C8H2B2O17Rb

A molecular structure, C8H2B2O17Rb (ωB97M-V/def2-TZVPD, OMol25).

Structure (XYZ):
```
30
C8H2B2O17Rb ωB97M-V/def2-TZVPD
O -13.4770 -13.8480 -22.0050
C -8.8670 -16.2740 -20.5050
C -7.2800 -12.5430 -22.6540
C -11.4170 -12.9160 -21.1470
O -6.4000 -12.4910 -21.8100
O -15.8840 -12.1950 -20.4030
O -11.7950 -11.8150 -20.7120
B -10.3040 -14.7850 -21.2610
B -8.9080 -11.7880 -23.8610
C -10.3450 -10.1790 -24.4300
O -12.3160 -11.4200 -24.0400
C -7.1050 -12.9400 -23.9880
O -9.2930 -15.0790 -22.3020
O -10.3070 -13.3610 -20.9510
O -6.0360 -13.3510 -24.4210
O -9.1420 -10.3500 -24.2410
Rb -14.6560 -11.2650 -22.7120
O -10.8010 -9.0600 -24.1750
O -8.3960 -11.9260 -22.4970
O -11.6590 -15.0640 -21.7040
O -10.2980 -12.3180 -24.0250
O -7.9880 -12.4910 -24.7340
C -12.2300 -13.9740 -21.7630
O -8.1830 -17.0640 -19.8370
C -8.5730 -16.0070 -21.8080
O -9.8030 -15.5500 -20.0890
H -15.8400 -12.8520 -19.7710
O -7.5140 -16.2510 -22.3530
H -15.9550 -11.4290 -19.9290
C -11.0750 -11.3540 -24.2840
```

E_LUMO: 0.89 eV
Total charge: -1
Multiplicity: 1

---

[4]
# C8H2F2O6

C8H2F2O6 in the gas phase (ωB97M-V/def2-TZVPD, OMol25).

Structure (XYZ):
```
18
C8H2F2O6 ωB97M-V/def2-TZVPD
O 4.5215 -2.1040 -0.9053
O 4.0764 0.0629 -1.1847
C 1.5345 0.7183 0.3892
C 0.2865 -1.1245 0.1148
O 4.1706 2.2783 -1.0042
C 2.9680 -1.0945 0.6008
H -1.2736 2.2000 -0.0765
C 1.5551 -0.7070 0.3381
O -0.2875 -2.3143 0.0276
F 3.2242 1.8852 1.7010
C 3.9149 -1.1481 -0.5364
C 3.7979 1.2402 -0.5568
H -1.2490 -2.2165 -0.0152
F 3.2181 -1.9537 1.5944
C 0.2537 1.1113 0.1817
O -0.3371 2.2938 0.1473
O -0.5142 -0.0121 0.0019
C 2.9465 1.0906 0.6689
```

E_LUMO (alpha / beta): -0.92 / -0.92 eV
Multiplicity: 1

---

[5]
# C8H30O7

7 unconnected molecules or ions with the total composition C8H30O7 (ωB97M-V/def2-TZVPD, OMol25).

Structure (XYZ):
```
45
C8H30O7 ωB97M-V/def2-TZVPD
H 1.7820 -3.3912 -1.9057
H 4.8838 1.7216 2.1522
H 1.0045 1.8115 -0.6161
H -0.5714 1.8349 -0.8451
H -0.7517 -1.7571 -1.8516
C 3.4856 2.7487 0.8523
H -1.7536 2.1517 1.5219
H 4.7618 3.4761 2.3836
C 4.1868 2.5291 2.1484
O -1.1062 0.4193 0.5156
H 3.5355 2.3520 3.0044
H 2.9643 0.4442 -2.7637
H 0.1958 -4.0245 -1.8486
H -5.3961 -1.0645 -1.5914
H -3.7568 -2.3864 -1.1001
H -1.9263 0.6852 2.4511
C 0.7954 -3.1935 -2.2068
H 2.4864 1.9106 -2.6714
H -0.8640 -2.9893 0.7712
O 3.2560 1.3282 -2.5277
H 0.7573 1.7870 1.3666
H -2.6423 -2.1843 0.9613
H -3.9315 -0.0827 -1.8510
H 3.0066 1.6066 -0.7368
O -3.0590 -1.3191 0.6435
H -5.1173 0.2459 -0.4632
C -1.2764 1.2018 1.7300
H 0.8561 -3.1703 -3.3157
H 0.7826 -1.0273 -2.1722
O 0.2877 2.1326 -1.1916
H 0.0531 2.4437 2.8143
H 0.5825 0.7117 2.7048
H 4.2628 3.1770 0.2116
H 0.1685 -0.9180 0.0623
C -4.6093 -0.5109 -1.0654
O -1.6063 -3.5046 1.0582
C -4.0414 -1.6831 -0.3227
H -4.8630 -2.2607 0.1315
O 2.9374 1.5750 0.2235
C 0.3297 -1.8810 -1.6709
C 0.1057 1.5506 2.1650
H -2.0103 0.0224 0.4101
H 2.6990 3.4684 1.0558
O 0.4874 -1.7851 -0.3118
H -1.3713 -4.2021 1.6904
```

E_LUMO: 0.61 eV
SMILES: CCO.CCO.CCO.CCO.O.O.O
Multiplicity: 1

---

[6]
# C8H31B2O4Sr

A molecular structure, C8H31B2O4Sr (ωB97M-V/def2-TZVPD, OMol25).

Structure (XYZ):
```
46
C8H31B2O4Sr ωB97M-V/def2-TZVPD
Sr -0.0028 1.2241 0.1394
H -0.4616 2.4181 -3.4272
H 0.3138 -2.4571 -0.3672
C -3.1436 -1.7319 1.2692
C 0.4904 1.8881 -3.3968
H -2.9740 -0.0692 -0.9664
O -0.0552 -0.1477 2.2295
H -3.7841 -1.9643 2.1200
H 1.0390 -0.1127 -3.2904
C -3.1426 -0.2029 0.9291
H 2.4342 -2.0476 3.1608
H 2.5101 2.7452 1.8668
H 0.0940 -2.1727 2.1388
H 1.1014 2.2243 -4.2345
C 1.3923 -3.0716 -2.1449
H 1.2640 2.9464 0.5713
C 2.0525 -1.2292 2.5504
H 2.3657 -3.0791 -2.6353
H -1.0188 3.2800 -0.0458
H -4.1482 0.2045 0.8254
H -0.9571 3.5589 1.7794
H -0.4140 0.3416 2.9734
H 2.0764 1.4207 0.8625
C 1.2980 -2.3990 -0.8321
H 2.3927 -1.1199 1.5207
B -1.5084 3.2244 0.9142
H -3.7287 -2.1487 0.4494
H -0.6860 0.1277 -2.7869
H -0.2585 0.2862 -4.4843
H -2.1066 -2.0614 1.3324
H 0.6506 -2.5948 -2.7858
C 0.1098 0.4286 -3.4683
H 3.0001 2.8323 0.2283
H 2.3964 -0.3691 3.1249
O 1.4727 -0.9797 -0.9790
H 2.1562 -0.7869 -1.6249
C 0.5266 -1.3426 2.6972
H -2.6644 0.3297 1.7511
O -2.3843 -0.0361 -0.2096
H 0.9421 -4.0636 -2.1101
H 2.0174 -2.8612 -0.1561
H -2.3014 3.9559 0.8977
B 2.1980 2.4929 0.8652
H -1.8292 2.2134 1.1121
H 0.3456 -1.4705 3.7644
O 0.9297 2.3765 -2.1280
```

E_LUMO (alpha / beta): -0.14 / -2.07 eV
Multiplicity: 2

---

Max |F| for every record listed, in sequence, given in eV Å⁻¹: 10.8; 2.3; 9.1; 2.7; 2.8; 4.5.
Total energy for every record listed, in sequence, given in a.u.: -1987.63833; -2030.61613; -1659.40565; -957.10594; -849.43142; -704.51512.